No. 1
DFT (ωB97M-V/def2-TZVPD) results for a structure of composition C4H12N3O.

Computed properties:
ΔE to the lowest compared entry with this formula, charge and spin, kJ/mol: 33.3
Frontier orbital gap, eV: 8.1
Charge: -1
Spin multiplicity: 1
Electronic energy, eV: -10861.27359
LUMO level, eV: 4.271

Atoms and positions in Å:
C  -2.034  -0.142  0.448
O  -1.647  0.193  -0.832
C  -0.970  -0.875  1.257
C  -0.615  -2.248  0.701
H  -2.914  -0.811  0.362
H  -2.363  0.733  1.040
H  -1.297  -0.964  2.302
H  -0.052  -0.279  1.273
H  0.357  -2.602  1.041
H  -0.575  -2.221  -0.388
H  -1.356  -2.997  0.996
N  0.346  1.675  -0.915
C  1.592  1.148  -0.925
N  2.648  2.101  -1.035
N  1.964  -0.083  -0.781
H  -0.601  0.957  -0.880
H  0.332  2.551  -1.411
H  2.542  2.924  -0.459
H  3.509  1.607  -0.837
H  1.134  -0.666  -0.957

No. 2
DFT (ωB97M-V/def2-TZVPD) results for an isolated molecule of C4H7NO.

Computed properties:
ΔE to the lowest compared entry with this formula, charge and spin, kJ/mol: 160.6
Structure (SMILES): CO[C@@H](C)C#N
Frontier orbital gap, eV: 11.5
Spin multiplicity: 1
Electronic energy, eV: -7797.97994
LUMO level, eV: 0.888

Atoms and positions in Å:
C  1.546  0.395  0.542
O  0.980  -0.638  -0.250
C  -0.344  -0.424  -0.687
C  -1.398  -0.708  0.383
C  -0.435  0.977  -1.171
N  -0.268  2.103  -1.376
H  1.073  0.445  1.533
H  1.450  1.369  0.045
H  2.606  0.157  0.651
H  -0.477  -1.111  -1.530
H  -1.264  -1.731  0.745
H  -1.300  -0.015  1.223
H  -2.405  -0.612  -0.036

No. 3
DFT (ωB97M-V/def2-TZVPD) results for an isolated molecule of C4H8N2OS.

Computed properties:
ΔE to the lowest compared entry with this formula, charge and spin, kJ/mol: 366.9
Structure (SMILES): CSN1C[C@@H](N)C1=O
Frontier orbital gap, eV: 9.5
Spin multiplicity: 1
Electronic energy, eV: -20137.03127
LUMO level, eV: 0.759

Atoms and positions in Å:
C  -1.219  2.482  0.882
C  1.508  -0.138  -0.166
C  0.752  -1.417  -0.676
C  -0.544  -0.515  -0.879
H  -0.383  2.265  1.633
H  -1.992  1.712  1.195
H  -1.328  3.533  0.874
H  1.837  -0.376  1.040
H  2.323  0.202  -0.878
H  1.082  -2.077  -1.508
H  0.407  -3.218  -0.310
H  -0.780  -2.099  0.622
N  0.039  0.629  -0.221
N  0.378  -2.366  0.304
O  -1.610  -0.811  -1.252
S  -0.468  2.195  -0.659

No. 4
DFT (ωB97M-V/def2-TZVPD) results for the ion C4H10NO2 with charge -1.

Computed properties:
ΔE to the lowest compared entry with this formula, charge and spin, kJ/mol: 286.6
Structure (SMILES): C[C@@H](O)[C@H](N)C[O-]
Frontier orbital gap, eV: 6.5
Charge: -1
Spin multiplicity: 1
Electronic energy, eV: -9894.47493
LUMO level, eV: 4.028

Atoms and positions in Å:
C  1.169  0.375  -0.685
O  1.675  0.151  -1.895
C  -0.308  -0.146  -0.564
C  -1.036  0.185  0.717
C  -0.354  -0.406  1.995
O  -1.063  1.637  0.868
N  -0.237  -1.642  -0.737
H  1.102  1.477  -0.525
H  1.721  -0.020  0.199
H  -0.836  0.150  -1.455
H  -2.095  -0.039  0.805
H  -0.966  -1.225  2.368
H  0.613  -0.837  1.756
H  -0.343  0.394  2.722
H  -0.136  1.906  0.962
H  0.726  -1.935  -0.616
H  -0.403  -1.800  -1.721

Which formula does entry 1 have?
C4H12N3O